Entry 1:
Molecular formula: C32H56O21
Method: DFT, the ωB97M-V functional and the def2-TZVPD basis

Element x y z (Å)
1 C -3.06 3.46 2.60
2 O -1.71 2.98 2.58
3 C -1.21 2.54 3.75
4 O -1.78 2.48 4.78
5 O 0.05 2.23 3.52
6 C 0.86 1.91 4.64
7 H -3.13 4.33 3.25
8 H -3.76 2.70 2.95
9 H -3.33 3.70 1.58
10 H 1.45 1.04 4.38
11 H 0.27 1.69 5.52
12 H 1.52 2.75 4.87
13 C -1.10 3.88 -1.28
14 O -1.85 2.93 -2.08
15 C -2.90 2.35 -1.51
16 O -3.55 2.81 -0.60
17 O -3.29 1.26 -2.14
18 C -2.48 0.73 -3.17
19 H -1.05 3.58 -0.24
20 H -1.55 4.86 -1.42
21 H -0.11 3.85 -1.73
22 H -1.41 0.77 -2.97
23 H -2.58 1.31 -4.10
24 H -2.77 -0.30 -3.38
25 C 3.67 -1.14 2.87
26 O 3.66 -1.23 1.44
27 C 4.65 -1.98 0.95
28 O 5.53 -2.44 1.60
29 O 4.55 -2.19 -0.33
30 C 3.51 -1.65 -1.09
31 H 2.89 -0.44 3.14
32 H 4.64 -0.79 3.23
33 H 3.46 -2.11 3.32
34 H 3.34 -0.61 -0.83
35 H 2.57 -2.19 -0.96
36 H 3.73 -1.71 -2.15
37 C -5.89 1.24 0.74
38 O -5.09 0.12 0.38
39 C -5.77 -0.81 -0.30
40 O -6.94 -0.82 -0.49
41 O -4.93 -1.76 -0.71
42 C -5.51 -2.72 -1.62
43 H -5.32 1.86 1.42
44 H -6.83 0.91 1.18
45 H -6.13 1.85 -0.13
46 H -6.02 -3.51 -1.05
47 H -4.70 -3.13 -2.20
48 H -6.24 -2.26 -2.29
49 O -5.37 -5.60 4.11
50 C -4.38 -4.99 3.93
51 C -4.25 -3.63 3.27
52 C -2.73 -3.41 3.17
53 C -2.12 -4.77 3.53
54 O -3.15 -5.42 4.32
55 H -4.78 -3.62 2.32
56 H -4.69 -2.85 3.89
57 H -2.44 -3.03 2.19
58 H -2.34 -2.65 3.85
59 H -1.89 -5.40 2.67
60 H -1.28 -4.67 4.20
61 O 4.46 6.13 -3.23
62 C 4.35 4.96 -3.06
63 C 3.06 4.14 -3.10
64 C 3.57 2.73 -3.36
65 C 5.04 2.80 -2.87
66 O 5.44 4.15 -3.00
67 H 2.53 4.16 -2.15
68 H 2.47 4.58 -3.90
69 H 3.07 1.94 -2.81
70 H 3.54 2.48 -4.43
71 H 5.10 2.42 -1.85
72 H 5.70 2.13 -3.43
73 O 1.19 1.59 -0.96
74 C 0.55 0.68 -0.54
75 C -0.15 0.59 0.78
76 C -0.81 -0.81 0.77
77 C -0.29 -1.47 -0.53
78 O 0.41 -0.44 -1.25
79 H 0.58 0.65 1.58
80 H -0.83 1.43 0.81
81 H -0.66 -1.38 1.68
82 H -1.88 -0.60 0.74
83 H 0.39 -2.29 -0.37
84 H -1.18 -1.77 -1.08
85 O -0.04 -4.19 -2.02
86 C -0.04 -4.40 -3.20
87 C 0.50 -5.59 -3.97
88 C 0.04 -5.36 -5.41
89 C -0.40 -3.89 -5.43
90 O -0.39 -3.42 -4.09
91 H 1.58 -5.53 -3.79
92 H 0.12 -6.52 -3.57
93 H 0.82 -5.55 -6.14
94 H -0.80 -6.02 -5.61
95 H 0.25 -3.27 -6.05
96 H -1.40 -3.82 -5.85
97 C 5.29 2.53 1.66
98 C 4.05 2.57 0.78
99 C 2.90 2.61 1.79
100 O 3.40 3.24 2.95
101 C 4.82 3.44 2.81
102 H 6.19 2.98 1.24
103 H 5.52 1.53 2.02
104 H 3.97 1.72 0.11
105 H 4.06 3.53 0.24
106 H 2.67 1.57 2.07
107 H 2.00 3.06 1.36
108 H 5.30 3.23 3.77
109 H 5.00 4.48 2.53

Results
Max |F| in eV/Å: 2.02
Gap between HOMO and LUMO in eV: 9.755
HOMO in eV: -9.7
ΔE to the lowest compared entry with this formula, charge and spin in kcal per mole: 0.0
LUMO level in Ha: 0.0021
Total charge: 0

Mulliken atomic charge list, values in e, 99 entries: -0.75 -0.18 0.68 -0.55 -0.20 -0.59 0.39 0.26 0.21 0.01 0.47 0.25 -0.06 -0.38 0.87 -0.55 -0.21 -0.50 0.05 0.42 -0.19 0.13 0.30 0.19 -0.52 -0.10 0.64 -0.57 -0.40 0.02 -0.18 0.37 0.38 -0.13 0.08 0.35 -0.64 -0.01 0.63 -0.58 -0.18 -0.81 0.00 0.39 0.29 0.32 0.21 0.35 -0.54 0.45 -0.28 0.42 -0.47 -0.38 0.08 0.26 -0.29 0.21 0.26 0.29 -0.57 0.35 -0.03 -0.01 -0.10 -0.40 -0.06 0.40 -0.19 0.38 -0.07 0.36 -0.62 0.66 1.57 -0.30 -0.42 -0.52 -0.65 -0.62 0.47 -0.04 0.18 0.29 -0.57 0.48 -0.40 -0.55 -0.41 -0.29 0.26 0.32 0.30 0.26 0.30 0.28 -0.62 0.94 0.97

Entry 2:
Molecular formula: C11H31ClMgN3O5
Method: DFT, the ωB97M-V functional and the def2-TZVPD basis

Element x y z (Å)
1 Mg 0.73 -0.03 1.04
2 Cl 0.95 -0.43 -0.61
3 C -1.85 0.95 -1.19
4 O -2.82 0.40 -0.71
5 N -1.33 1.92 -0.62
6 N -1.11 0.48 -2.16
7 H -1.74 2.32 0.22
8 H -0.73 2.50 -1.18
9 H -0.20 0.29 -1.77
10 H -1.54 -0.16 -2.82
11 C 0.42 -3.82 -1.45
12 C 1.78 -3.15 -1.33
13 O 1.90 -1.99 -2.18
14 H 0.48 -4.51 -2.29
15 H -0.30 -3.07 -1.77
16 H 0.10 -4.35 -0.55
17 H 2.62 -3.84 -1.46
18 H 1.96 -2.78 -0.32
19 H 1.87 -1.19 -1.65
20 C 2.69 1.63 -2.99
21 C 2.41 2.46 -1.69
22 O 1.07 2.18 -1.36
23 H 3.74 1.68 -3.26
24 H 2.18 2.00 -3.88
25 H 2.46 0.57 -2.92
26 H 2.68 3.47 -2.00
27 H 2.93 2.25 -0.75
28 H 1.02 1.22 -1.29
29 C -2.67 3.84 1.37
30 O -2.30 2.52 1.40
31 C -1.52 2.17 2.60
32 C -1.21 0.71 2.67
33 N -0.79 0.30 1.28
34 C -1.38 -0.95 0.95
35 C -0.54 -2.06 1.69
36 O 0.75 -2.17 1.06
37 C 1.64 -3.22 1.64
38 H -3.26 4.04 2.27
39 H -3.27 4.04 0.48
40 H -1.79 4.48 1.36
41 H -1.99 2.38 3.57
42 H -0.53 2.60 2.68
43 H -2.03 0.10 3.06
44 H -0.43 0.62 3.42
45 H -1.29 0.97 0.71
46 H -1.43 -0.99 -0.14
47 H -2.43 -0.90 1.23
48 H -1.07 -3.00 1.67
49 H -0.35 -1.86 2.74
50 H 2.44 -2.87 2.29
51 H 2.10 -3.79 0.83
52 H 1.01 -3.96 2.13

Results
Max |F| in eV/Å: 17.09
Gap between HOMO and LUMO in eV: 7.507
HOMO in eV: -12.0
ΔE to the lowest compared entry with this formula, charge and spin in kcal per mole: 325.9
LUMO level in Ha: -0.1645
Total charge: +1

The molecule's Mulliken atomic charges, reported in e, are given here: 1.12 -0.50 -0.29 -0.66 -0.36 0.04 0.67 0.21 0.11 0.28 -0.78 0.21 -0.68 0.39 0.16 0.22 0.54 -0.30 0.40 -0.89 -0.30 -0.55 0.39 0.28 0.13 0.29 0.22 -0.06 -0.94 -0.46 -0.80 -0.84 0.88 -1.83 -1.14 -0.26 -1.01 0.33 0.32 0.35 0.50 0.34 0.44 0.42 0.29 0.90 0.97 0.56 0.53 0.32 0.43 0.41

Entry 3:
Molecular formula: C4H9N
Method: DFT, the ωB97M-V functional and the def2-TZVPD basis

Element x y z (Å)
1 C 1.43 0.17 -1.89
2 C 1.24 -0.58 -0.80
3 C 1.47 -2.06 -0.66
4 H 0.94 1.13 -1.86
5 H 1.93 -0.27 -2.75
6 H 0.93 -0.04 0.09
7 H 0.69 -2.60 -1.21
8 H 1.43 -2.34 0.39
9 H 2.37 -2.44 -1.15
10 C -2.16 1.63 1.88
11 N -3.36 1.90 1.59
12 H -1.68 0.71 1.54
13 H -1.52 2.16 2.59
14 H -3.70 2.62 2.24

Results
Max |F| in eV/Å: 1.44
Gap between HOMO and LUMO in eV: 10.477
HOMO in eV: -9.5
ΔE to the lowest compared entry with this formula, charge and spin in kcal per mole: 42.5
LUMO level in Ha: 0.0367
Total charge: 0

The molecule's Mulliken atomic charges, reported in e, are given here: -0.76 0.10 -1.01 0.26 0.27 0.27 0.25 0.29 0.33 -0.18 -0.49 0.20 0.21 0.25